{
  "formula": "C3H10N5",
  "method": "ωB97M-V/def2-TZVPD",
  "total_energy_ha": -393.688319,
  "max_force_ev_per_a": 3.8,
  "charge": 1,
  "gap_ev": 8.71,
  "homo_energy_ev": -12.7,
  "elements": ["C", "C", "C", "N", "N", "N", "N", "N", "H", "H", "H", "H", "H", "H", "H", "H", "H", "H"],
  "coordinates": [[-1.4539, 2.0250, -1.0301], [0.0960, -1.4551, 1.4271], [1.1066, -2.4778, -0.3940], [-2.2477, 1.4317, -1.7076], [-0.4653, 2.0674, -0.3436], [0.7056, -1.3631, 0.3505], [-0.4931, 2.6564, 0.9875], [1.0718, -0.1823, -0.0917], [-0.2982, -2.3937, 1.7306], [-0.1898, -0.5965, 1.9745], [1.9943, -2.9118, 0.0838], [0.4299, -3.3072, -0.4370], [1.2628, -2.1124, -1.3784], [-2.4536, 1.5847, -2.7476], [0.0694, 3.4495, 1.0002], [-1.4209, 3.0763, 1.0480], [0.7611, 0.5378, 0.4890], [1.5251, -0.0290, -0.9611]],
  "forces_ev_per_angstrom": [[-0.42, -1.50, -1.47], [-1.96, -0.79, 2.02], [1.51, -1.97, -0.71], [-1.77, -0.28, -3.27], [2.14, 1.67, 2.65], [0.09, 0.69, -0.30], [-2.03, -1.25, -0.76], [0.86, -0.07, -0.20], [0.11, -0.69, 0.20], [-0.02, 0.86, 0.43], [0.18, 0.43, -0.50], [-0.97, 0.04, 0.21], [0.53, -0.20, -0.95], [0.17, 0.32, 2.38], [1.83, 1.50, -0.20], [-0.05, -0.24, 0.63], [-0.35, 1.69, 0.35], [0.14, -0.21, -0.49]],
  "nbo_charge": [0.59, -0.04, -0.44, -0.66, -0.43, -0.02, -0.64, -0.56, 0.23, 0.22, 0.26, 0.26, 0.23, 0.43, 0.36, 0.35, 0.42, 0.42]
}